{
  "formula": "C8H22BN2O2",
  "method": "ωB97M-V/def2-TZVPD",
  "lumo_energy_ev": -2.728,
  "charge": 1,
  "fmax_ev_per_a": 1.495,
  "e_homo_ev": -11.729,
  "e_above_lowest_kj_mol": 146.9,
  "elements": ["B", "N", "C", "C", "C", "O", "H", "H", "H", "H", "H", "H", "H", "H", "C", "N", "C", "C", "C", "C", "O", "H", "H", "H", "H", "H", "H", "H", "H", "H", "H", "H", "H", "H", "H"],
  "xyz": [[0.833199, -1.102963, -2.832366], [2.223165, -1.165618, -2.442481], [3.157509, -1.543150, -3.526468], [2.670794, -0.009086, -1.715145], [3.283627, -0.330169, -0.380469], [2.518825, 1.125054, -2.099333], [0.236754, -2.134099, -2.945051], [0.240897, -0.079590, -3.009684], [3.546837, -0.665998, -4.030462], [3.997869, -2.096920, -3.114238], [2.658636, -2.200935, -4.226527], [4.087462, 0.348515, -0.136386], [2.485619, -0.286285, 0.356457], [3.639391, -1.354405, -0.381705], [-1.162704, 1.535311, 0.344881], [-2.126523, 0.666425, 1.100518], [-3.131784, 0.147142, 0.120249], [-2.832630, 1.480463, 2.128872], [-1.463672, -0.540698, 1.725712], [-0.422170, -0.293580, 2.797171], [0.680568, 0.409151, 2.248307], [-1.746448, 2.211925, -0.275359], [-0.565810, 2.106952, 1.041571], [-0.532792, 0.907688, -0.277054], [-3.637865, 0.993921, -0.333698], [-3.846238, -0.478586, 0.648305], [-2.609122, -0.428491, -0.638812], [-2.104271, 1.891055, 2.821059], [-3.541831, 0.845719, 2.653937], [-3.351776, 2.291740, 1.626035], [-1.013745, -1.085266, 0.896481], [-2.270577, -1.138225, 2.148401], [-0.094222, -1.276363, 3.145706], [-0.839006, 0.234469, 3.657547], [1.032035, 1.014898, 2.904030]],
  "forces_ev_per_angstrom": [[0.106, -0.444, 0.027], [-1.001, 0.979, -0.525], [0.396, -0.843, 0.752], [0.305, 0.742, 0.003], [0.036, -0.522, -0.381], [-0.073, -0.457, 0.036], [0.207, -0.042, -0.511], [-0.012, 0.131, 0.640], [-0.174, 0.198, -0.201], [0.173, -0.054, 0.038], [-0.129, -0.014, -0.189], [0.011, 0.282, 0.132], [-0.060, 0.174, 0.234], [0.155, -0.135, 0.044], [-0.126, 0.109, -0.025], [0.005, -0.005, -0.032], [-0.001, 0.002, 0.073], [0.054, 0.008, -0.013], [0.118, -0.030, -0.038], [0.137, 0.243, -0.016], [-0.212, 0.005, -0.104], [-0.012, -0.027, -0.019], [0.126, -0.083, 0.023], [0.063, 0.011, -0.019], [-0.025, -0.002, -0.028], [-0.019, -0.025, -0.026], [-0.017, -0.012, -0.033], [-0.009, 0.007, 0.018], [-0.028, 0.016, 0.021], [-0.032, 0.014, 0.012], [0.015, -0.052, 0.003], [0.007, -0.068, -0.026], [-0.125, -0.058, 0.026], [-0.070, -0.030, -0.008], [0.208, -0.019, 0.110]]
}